No. 1
A gas-phase ion, C18H21N2O7 (charge -1) at a distorted geometry. Source: the Open Molecules 2025 dataset; level of theory: the ωB97M-V functional and the def2-TZVPD basis.

Properties
Gap between HOMO and LUMO ... 0.18940 hartree
Charge ... -1
SMILES ... CCOC(=O)[C@@]1([C@H](C=[N+]([O-])[O-])c2ccc([N+](=O)[O-])cc2)CCCCCC1=O

The geometry in XYZ format:
```
48
Properties=species:S:1:pos:R:3:lowdin_charge:R:1
C 1.82870 1.96300 -0.39367 0.004
H 2.47324 -1.92334 2.49896 0.121
H 0.75775 -2.37118 2.51144 0.117
H -2.01029 -0.53238 0.43085 0.127
H 2.11746 -0.42939 -1.79417 0.114
C 1.05658 4.19635 0.11802 -0.176
C -1.56099 -3.16186 -2.44784 -0.205
H -1.05640 4.41642 0.47712 0.113
O -1.30924 -2.27046 -1.33995 -0.044
C 1.18460 -0.31287 3.13369 -0.180
C -1.25626 -1.11928 0.98866 -0.103
C 0.51297 1.47579 -0.31345 -0.121
O 2.46465 6.01216 -0.07299 0.031
N 1.29806 5.59785 0.12653 -0.329
H -1.12822 -2.69691 -3.33988 0.121
C 1.04862 -0.30147 -1.92886 -0.076
O 0.33134 6.37195 0.31777 0.028
H -3.46702 -2.20527 -2.54957 0.083
C 1.41805 -1.22739 0.80208 -0.292
H 3.10648 3.70401 -0.33360 0.115
O 1.08796 -0.82839 -4.17479 -0.083
C -1.24710 -0.71800 2.45007 -0.202
C 0.04518 -1.05851 0.13857 -0.226
C 1.45842 -1.56206 2.29040 -0.102
H -0.14131 1.12950 2.17998 0.091
O 2.45110 -1.04573 0.18614 0.098
H 1.96195 0.44222 2.94097 0.117
C 2.10341 3.31370 -0.19492 0.021
H -1.54070 1.98941 0.14962 0.123
C -0.19768 0.29921 2.89721 -0.190
H -0.85061 0.21790 -1.33903 0.137
N 0.47035 -0.44432 -3.15790 -0.444
C -0.51991 2.36725 0.05376 -0.022
C -0.06183 -2.27609 -0.80135 -0.429
H -2.24739 -0.31576 2.65256 0.108
H -1.16587 -1.62627 3.06503 0.107
H -3.37873 -3.76054 -3.41257 0.073
O 0.78373 -3.11485 -1.02530 0.131
H -3.45280 -3.72836 -1.63830 0.073
O -0.77830 -0.19604 -3.18981 -0.126
H -0.56093 0.73011 3.84128 0.107
H 2.64801 1.28036 -0.61687 0.112
C -3.06068 -3.21857 -2.52246 -0.074
H 1.27393 -0.57980 4.19695 0.108
C -0.25654 3.71364 0.26357 0.007
H -1.65103 -2.15195 0.96393 0.127
H -1.09923 -4.13802 -2.25745 0.122
C 0.11650 0.09421 -0.83041 -0.209
```



No. 2
C18H22BNO4 in the gas phase at a distorted geometry. Source: the Open Molecules 2025 dataset; level of theory: the ωB97M-V functional and the def2-TZVPD basis.

Properties
Gap between HOMO and LUMO ... 0.33507 hartree
SMILES ... Cc1ccc(C[C@H](NC(=O)CCOc2ccccc2)B(O)O)cc1

The geometry in XYZ format:
```
46
Properties=species:S:1:pos:R:3:lowdin_charge:R:1
H -2.15797 -1.61860 1.47669 0.171
H 1.63441 -4.34156 -2.88500 0.082
C 0.81025 -4.71021 -0.93200 -0.278
C 0.29948 0.75365 -0.42536 -0.060
H 1.26524 0.82188 0.04593 0.121
H 0.69792 7.99687 -2.31376 0.092
C -0.48823 -4.90829 -0.51880 -0.040
O -1.90624 -1.13470 4.64644 0.164
H -2.46975 0.69409 2.18054 0.082
N -0.32973 -0.65398 1.52475 0.115
H 1.76139 -2.56760 1.51731 0.104
H 0.41968 0.12269 -1.31591 0.142
O 0.98577 2.81337 -1.58778 -0.051
C 0.74322 6.94433 -2.12774 -0.099
H -2.03057 -4.45116 0.94467 0.119
O -2.56661 0.54381 3.14841 0.187
H -0.25456 2.74057 0.08074 0.130
C -0.72542 0.20484 0.53021 -0.453
H 2.83830 4.35357 -2.50529 0.105
C 0.85561 4.18794 -1.74560 -0.240
C -0.99270 -4.31153 0.65167 -0.011
C 1.95146 4.89423 -2.27711 -0.017
H 0.63418 -0.98239 1.60713 0.131
C -0.35243 6.26963 -1.61620 -0.090
O -1.89198 0.49286 0.40260 0.076
C 1.64696 -3.87349 -0.16347 -0.027
H 0.44520 -5.57788 -2.83527 0.072
H 0.10999 -2.60247 3.30535 0.128
C -0.69321 -2.76690 2.59283 -0.112
H 2.08267 -5.93127 -2.20961 0.078
H 2.77463 6.73818 -2.88245 0.101
C -1.30889 -1.45895 2.18424 -0.218
H -1.21191 6.81954 -1.30884 0.098
C 1.91397 6.26040 -2.45134 -0.083
C 1.29647 -5.18792 -2.27840 -0.053
H -2.40983 -0.43795 5.10984 0.116
C -0.15202 -3.48714 1.38750 -0.236
B -1.90418 -0.61356 3.36943 -0.655
H -1.13105 -5.47130 -1.16216 0.101
C 1.14013 -3.23739 0.95605 -0.055
C -0.05335 2.16540 -0.82040 -0.193
C -0.30394 4.90663 -1.44040 -0.036
H -0.95852 2.25081 -1.44735 0.137
H 2.65001 -3.73980 -0.50277 0.105
H -1.46235 -3.36720 3.12342 0.143
H -1.20151 4.45795 -1.03273 0.107
```



No. 3
10 unconnected molecules or ions with the total composition C18H22Cl18O12 at a distorted geometry. Source: the Open Molecules 2025 dataset; level of theory: the ωB97M-V functional and the def2-TZVPD basis.

Properties
Gap between HOMO and LUMO (alpha / beta) ... 0.36098 / 0.09937 hartree
2S+1 ... 2
Charge ... +1
Expectation value of S² ... 0.754

The geometry in XYZ format:
```
70
Properties=species:S:1:pos:R:3:lowdin_charge:R:1
H -2.82360 4.26207 -0.51684 0.087
C -2.14813 4.75075 -2.56292 -0.113
H -3.84138 3.56306 -1.64117 0.071
H -4.83480 1.08488 1.60961 -0.008
O -1.21607 3.95813 -3.24372 0.076
Cl 0.92590 -0.13836 5.23395 0.480
Cl 3.58427 4.62000 1.05586 0.660
O 1.17515 -1.29303 1.25120 0.094
Cl 2.71514 -2.47903 5.43844 0.521
H -0.13490 0.31275 -1.10243 0.110
H 0.95939 -2.01251 3.92839 -0.021
Cl 5.43539 -2.29045 1.35219 0.597
H 3.66332 -2.96935 -3.57967 0.138
C 3.63489 3.09819 1.91836 -1.538
O -0.26818 1.89075 -2.88530 0.076
C -3.08309 -2.35954 -3.64177 -0.103
C 0.07969 -1.18355 0.33553 -0.109
Cl 0.35262 3.80769 0.91872 0.567
C -0.05730 0.25996 -0.01649 -0.110
H -3.91353 -1.78133 -3.23664 0.128
O 2.52828 0.08464 2.33958 0.037
O -2.06861 -4.54682 -1.13737 0.093
H 2.74289 -1.13168 -4.60423 0.139
Cl 4.93806 2.10032 1.34772 0.837
H 4.75390 -0.94042 2.98614 -0.017
H -3.98608 -4.73236 3.18987 0.025
Cl -0.25380 -2.95674 5.66947 0.535
O 5.36391 0.60333 -2.05721 0.138
Cl -2.40125 -3.31112 2.36251 0.573
C 3.57722 -2.14856 -2.86762 -0.146
H 2.69940 2.61056 1.64420 -0.038
Cl -6.53986 -0.26239 0.94776 0.613
C -2.22855 -3.61436 -1.94177 -0.592
H -2.85219 4.99047 -3.35975 0.143
Cl -2.24044 2.87473 1.82332 0.601
Cl 7.00254 -0.19682 2.74456 0.631
O 1.10386 0.78290 0.64976 0.031
C 4.56623 -0.13847 -2.56890 -0.556
O -1.87356 2.75222 -1.53679 0.019
C -1.05760 2.80507 -2.54878 -0.544
C 1.65318 -0.08987 1.47819 -0.576
C -5.20535 0.75797 0.63805 -1.531
H -0.97194 0.68992 0.39178 0.076
Cl -4.73964 -4.05984 1.00824 0.518
C -1.73437 -1.78289 -3.12678 -0.061
Cl 6.03219 -2.51084 4.19228 0.562
C 1.06592 -1.94385 5.01100 -1.465
Cl 0.08930 2.81954 3.50782 0.533
Cl -5.57607 2.29863 -0.17147 0.576
H -0.92543 -1.77591 -3.85730 0.131
O -1.63311 -2.49443 -1.85589 0.037
H 1.75224 -0.91832 -3.10385 0.122
O 3.46987 0.12083 -3.24073 0.092
H -0.97602 4.79039 2.60236 0.040
H 3.09605 -2.52486 -1.96487 0.127
C -4.02215 -3.79945 2.62730 -1.556
C 2.75263 -1.04492 -3.51773 -0.112
H -0.84256 -1.62525 0.71297 0.092
O -3.09452 -3.61007 -2.99421 0.064
C -2.79553 3.84705 -1.52434 -0.134
H -1.62968 5.57341 -2.07044 0.139
Cl -3.80406 -0.13769 -0.12597 0.517
O 4.74366 -1.49407 -2.54528 0.060
Cl -5.02255 -2.65846 3.51469 0.531
C -0.79016 3.76474 2.28364 -1.420
H -3.03906 -2.37860 -4.73072 0.137
C 5.72240 -1.41602 2.83146 -1.546
H -1.85031 -0.77860 -2.71925 0.109
H 0.33344 -1.70845 -0.58545 0.120
Cl 3.96253 3.36429 3.63670 0.691
```



No. 4
3 unconnected molecules or ions with the total composition C18H22F16N2O5 at a distorted geometry. Source: the Open Molecules 2025 dataset; level of theory: the ωB97M-V functional and the def2-TZVPD basis.

Properties
Gap between HOMO and LUMO ... 0.35299 hartree
SMILES ... CC(=O)N(C)[C@@]1(CN)CCOC1=O.FC(F)C(F)(F)COC(F)(F)C(F)F.FC(F)C(F)(F)COC(F)(F)C(F)F

The geometry in XYZ format:
```
63
Properties=species:S:1:pos:R:3:lowdin_charge:R:1
F -1.86863 4.95714 -3.90379 0.139
H 2.67958 1.11723 -3.32174 0.149
H -0.05753 -0.51351 4.30594 0.100
H 2.00557 -4.88091 1.68682 0.071
H 3.37078 3.15437 -1.77400 0.173
H -2.22576 -3.30563 4.90856 0.100
F -3.45588 6.38616 -4.40638 0.098
C 1.37202 2.38058 -2.11365 -0.438
H 0.83043 -4.94695 4.30941 0.102
C 1.63282 1.16766 -3.02023 -0.037
C -3.73189 2.05892 -2.91001 -0.546
H 0.21546 -1.74406 -0.65069 0.182
F -2.92288 3.30000 -5.96377 0.099
F 2.85005 1.91001 -0.30194 0.096
N 1.18757 -4.82329 2.27755 0.046
F -4.45075 1.87550 -4.03052 0.154
H 3.73927 -0.75752 4.44046 0.126
C -1.45741 -3.78825 4.29754 0.010
F 1.15810 3.42574 -2.96057 0.108
C 1.42242 -2.87983 3.81702 -0.322
F 3.13166 -0.53887 -1.64600 0.152
F 1.97488 -2.01924 0.26222 0.090
F -1.56639 2.08078 -3.89406 0.096
C 2.49575 2.86098 -1.18835 -0.306
C -2.34250 1.41724 -3.01079 -0.283
C 1.16679 -1.23566 -0.48577 -0.270
O -3.65659 3.37423 -2.55108 0.055
O 2.85626 -2.25880 5.60264 0.033
F -2.25514 5.30093 -6.52803 0.098
H -0.68278 -4.14983 4.96023 0.045
C -3.18903 4.61295 -5.83336 -0.309
H 1.05019 1.37928 -3.91579 0.144
C 1.51841 -4.42849 3.64398 -0.189
F 0.24024 2.18462 -1.39969 0.125
H 0.73320 -5.72575 2.27087 0.075
C -3.12960 5.05897 -4.36742 -0.441
H 2.59330 -1.51274 2.50132 0.091
C 0.20487 -0.80917 3.28043 -0.033
N 0.28532 -2.27263 3.11285 -0.027
H -5.06115 4.17895 -3.85904 0.147
O 0.68193 -2.33829 6.09829 0.150
C -4.11744 4.42894 -3.37278 -0.040
F 2.05277 3.93337 -0.49631 0.101
H 4.55400 -2.32486 4.47765 0.123
H 2.53104 -4.72168 3.94228 0.126
F -2.47946 0.14362 -3.44400 0.103
H 1.14799 -0.32921 3.00817 0.082
F -4.37083 1.40762 -1.91325 0.148
H 3.33583 -3.08121 2.70572 0.116
H -4.17314 4.82743 -6.25818 0.172
H -1.92997 -4.64189 3.79433 0.096
H -1.85524 1.42051 -2.03618 0.161
H -4.32526 5.23003 -2.66518 0.149
O -1.86572 -2.41052 2.45178 0.072
O 1.14357 -0.09365 -2.60122 0.051
F 1.91949 -2.13727 -2.47231 0.144
C -1.03026 -2.80965 3.22855 -0.463
C 1.86423 -0.95162 -1.82281 -0.546
H -0.56300 -0.41775 2.60795 0.090
C 2.73771 -2.31876 3.21571 -0.089
C 3.57422 -1.83876 4.42310 -0.115
C 1.55685 -2.47820 5.29657 -0.428
F 0.94964 -0.08930 0.19095 0.096
```



No. 5
C18H22FN3O3S in the gas phase. Source: the Open Molecules 2025 dataset; level of theory: the ωB97M-V functional and the def2-TZVPD basis.

Properties
Gap between HOMO and LUMO ... 0.33961 hartree
Energy above the lowest of the compared OMol25 structures with the same formula, charge and spin ... 0.0 kJ/mol
SMILES ... C[C@H](NCC(=O)NCCc1ccc(S(N)(=O)=O)cc1)c1ccc(F)cc1

The geometry in XYZ format:
```
48
Properties=species:S:1:pos:R:3:lowdin_charge:R:1
H 0.58346 1.51344 -3.93877 0.110
O 2.33818 -3.28466 2.37945 -0.294
C -3.49608 -0.09318 2.18561 -0.122
C 0.27682 0.00121 2.25773 -0.068
N -2.96720 -0.28271 -0.23370 0.057
C 0.16077 -1.09420 -3.32578 -0.048
C -2.55297 0.95475 -0.58137 -0.501
C -1.31334 0.92524 -1.47224 -0.113
H 4.15939 2.23473 -0.62092 0.117
H -4.23004 -1.57116 0.75603 0.119
C -1.04619 0.40830 2.24129 -0.022
H -2.31535 -1.02503 -0.45094 0.125
C 2.15637 2.78488 -3.29310 -0.002
H -3.56596 0.99101 2.26552 0.112
H -0.09374 -0.05144 -0.18498 0.090
H 1.24485 -1.25731 -1.49471 0.143
C -0.43316 -2.27589 2.58963 -0.040
H -4.85866 0.07736 0.51607 0.123
N -0.46810 -0.20455 -1.11765 -0.016
H -0.81549 1.90341 -1.40243 0.130
H 3.09170 -1.93123 4.41907 0.067
O 2.88417 -1.16493 1.22788 -0.310
H 2.01118 3.51280 -4.07577 0.118
C 0.65998 -0.48887 -2.01550 -0.343
N 2.89671 -1.21210 3.74188 -0.053
C 1.35972 1.65657 -3.20375 -0.037
H 1.00900 -1.34596 -3.95649 0.087
C 3.15260 2.97179 -2.35465 -0.278
H 3.70948 -0.64400 3.56625 0.066
H -1.29037 1.45017 2.09643 0.126
H -0.48636 -0.41503 -3.87248 0.060
H -1.65955 0.79825 -2.50134 0.126
C 1.55571 0.72161 -2.19408 -0.192
C 0.56514 -1.33939 2.41775 -0.298
C -3.97480 -0.51087 0.77505 -0.158
C 2.56572 0.94078 -1.26062 -0.019
S 2.26154 -1.85409 2.32369 0.624
C 3.37019 2.06313 -1.33565 0.002
H 2.73187 0.22024 -0.47228 0.080
H -0.40092 -1.99957 -3.11143 0.080
H -2.54609 -2.58872 2.68843 0.120
C -2.07269 -0.52271 2.37674 -0.222
H -4.15152 -0.54787 2.92885 0.118
C -1.75427 -1.86397 2.56950 -0.013
O -3.11648 1.97819 -0.25733 0.064
F 3.93527 4.07156 -2.43633 0.051
H -0.15778 -3.31098 2.71377 0.113
H 1.08730 0.70102 2.12767 0.121
```



No. 6
A molecular structure, C18H22FNi. Source: the Open Molecules 2025 dataset; level of theory: the ωB97M-V functional and the def2-TZVPD basis.

Properties
Gap between HOMO and LUMO (alpha / beta) ... 0.27990 / 0.27614 hartree
Charge ... +1

The geometry in XYZ format:
```
42
Properties=species:S:1:pos:R:3:lowdin_charge:R:1
H -0.05078 1.92083 3.95871 0.129
C -0.92964 -0.89844 -1.75230 -0.208
H -1.57900 -2.77021 -0.90829 0.083
C -0.69991 2.90008 -2.13805 -0.017
H 3.06286 -1.58364 -1.46250 0.085
H 0.98360 -3.08907 -0.79791 0.104
C -1.31259 0.45710 -1.93634 -0.193
C 2.11290 2.11721 -2.36096 -0.012
H -3.36353 0.02488 -2.40012 0.089
H -0.10016 -2.34761 4.14711 0.129
H 3.25066 -0.84009 -3.04896 0.113
H -1.61823 3.08732 -1.58780 0.085
C 0.81221 -2.74341 -1.81971 -0.008
C 1.43205 -0.29535 -2.03107 -0.196
H -2.93277 1.71436 -2.57908 0.087
H 2.49103 2.52294 -1.41995 0.109
H 1.71794 -2.92883 -2.39003 0.088
H 1.72282 2.94534 -2.94588 0.087
H -2.38301 -2.33155 -2.41403 0.114
C -2.77227 0.82925 -1.96962 -0.009
C -0.25766 -0.34477 1.42045 -0.159
C -0.13061 -1.45486 3.53757 0.013
H -0.85958 3.21671 -3.17153 0.113
H 3.50164 0.10688 -1.58659 0.087
C -0.24102 -1.51989 2.15931 -0.070
H -0.31667 1.82826 1.49323 0.112
H 0.02388 -3.35500 -2.25092 0.089
F 0.05764 -0.15858 5.47792 0.089
H 0.07271 3.53562 -1.71376 0.085
C -0.31236 1.44429 -2.08204 -0.202
C 1.05215 1.06680 -2.14252 -0.190
C -1.98229 -1.93697 -1.47669 -0.015
H -2.80785 -1.51731 -0.90808 0.091
C 2.89020 -0.67432 -2.03081 -0.016
H -3.16584 1.03166 -0.97130 0.110
C -0.21978 0.89520 2.05520 -0.098
H 2.95759 1.70313 -2.90426 0.087
H -0.29412 -2.48550 1.67150 0.103
C -0.08674 0.97380 3.43886 0.011
C -0.04741 -0.21003 4.14646 -0.270
Ni 0.12064 0.21320 -0.27896 0.562
C 0.44078 -1.28446 -1.86278 -0.190
```